No. 1
Computed, not measured: a cluster of 2 separate species, C4H5N3 in total, with ωB97M-V/def2-TZVPD.

- electronic energy (eV) = -8696.20949
- LUMO energy (alpha / beta) (eV) = -1.17 / -1.17
- molar mass (g mol⁻¹) = 95.105

Atoms and positions in Å:
1 N 2.677 0.360 1.073
2 C 2.249 -0.725 0.948
3 C 0.357 -0.195 -0.618
4 C -0.959 -0.885 -0.694
5 N -1.864 -0.083 0.113
6 C -1.177 0.894 0.545
7 N 0.169 0.884 0.094
8 H 1.277 -0.406 -1.137
9 H -1.317 -0.971 -1.728
10 H -0.882 -1.901 -0.288
11 H -1.535 1.689 1.188
12 H 1.004 1.338 0.504

Here are the natural (NBO) charges for atoms 1 to 4, given in e: -0.72 -0.12 0.30 -0.38

***

No. 2
Computed, not measured: a cluster of 2 separate species, C4H5N3 in total at a distorted geometry, with ωB97M-V/def2-TZVPD.

- electronic energy (eV) = -8689.74351
- LUMO energy (alpha / beta) (eV) = -0.90 / -0.84
- molar mass (g mol⁻¹) = 95.105

Atoms and positions in Å:
1 C 1.413 -1.390 -0.053
2 C 1.111 -0.680 1.108
3 C -2.518 0.186 -1.307
4 C 0.003 1.667 1.031
5 N 1.252 -0.543 -1.158
6 N 0.816 0.558 -0.798
7 N 0.710 0.598 0.645
8 H 1.918 -2.355 -0.152
9 H 0.791 -1.069 2.048
10 H -1.936 0.972 -1.884
11 H -3.556 0.345 -1.601
12 H -0.003 1.712 2.120

Here are the natural (NBO) charges for atoms 1 to 4, given in e: -0.10 -0.06 -0.17 0.06

***

No. 3
Computed, not measured: an isolated molecule of C4H5N3 at a distorted geometry, with ωB97M-V/def2-TZVPD.

- electronic energy (eV) = -8697.03413
- LUMO energy (eV) = 0.43
- molar mass (g mol⁻¹) = 95.105

Atoms and positions in Å:
1 N 1.668 1.173 0.265
2 C 0.567 0.365 0.156
3 C 0.242 -0.415 -0.935
4 N -0.429 -1.570 -0.712
5 C -1.346 -1.536 0.219
6 N -1.757 -0.343 0.700
7 C -0.815 0.576 0.538
8 H 2.305 1.207 -0.521
9 H 2.079 1.427 1.152
10 H 0.400 -0.052 -1.947
11 H -1.831 -2.461 0.527
12 H -1.082 1.628 0.557

Here are the natural (NBO) charges for atoms 1 to 4, given in e: -0.79 0.13 0.01 -0.47

***

No. 4
Computed, not measured: an isolated molecule of C4H5N3, with ωB97M-V/def2-TZVPD.

- electronic energy (eV) = -8695.36253
- LUMO energy (eV) = -0.02
- molar mass (g mol⁻¹) = 95.105

Atoms and positions in Å:
1 N -0.360 -1.725 -0.792
2 N -0.331 -0.469 -0.178
3 C -0.642 0.592 -0.973
4 C -0.044 1.798 -0.708
5 C 0.679 1.797 0.481
6 N 0.707 0.843 1.456
7 C 0.210 -0.292 1.064
8 H -0.987 -2.287 -0.248
9 H 0.569 -2.140 -0.746
10 H -1.268 0.345 -1.839
11 H 1.247 2.677 0.736
12 H 0.221 -1.139 1.747

Here are the natural (NBO) charges for atoms 1 to 4, given in e: -0.63 -0.20 0.03 -0.33

***

No. 5
Computed, not measured: a cluster of 2 separate species, C4H5N3 in total at a distorted geometry, with ωB97M-V/def2-TZVPD.

- electronic energy (eV) = -8695.61874
- LUMO energy (alpha / beta) (eV) = -0.24 / -0.24
- molar mass (g mol⁻¹) = 95.105

Atoms and positions in Å:
1 C 2.859 -0.514 -0.093
2 C -1.017 -0.171 -0.750
3 C -0.614 0.206 0.485
4 C 0.780 0.632 0.649
5 N 3.630 0.086 -0.721
6 N 1.293 1.749 0.657
7 N 1.963 -0.967 0.707
8 H -2.099 -0.433 -0.914
9 H -0.232 -0.259 -1.447
10 H -1.254 0.320 1.378
11 H 2.338 1.988 0.865
12 H 1.356 -1.810 0.306

Here are the natural (NBO) charges for atoms 1 to 4, given in e: 0.38 -0.31 -0.31 0.52

***

No. 6
Computed, not measured: a structure of composition C4H5N3O at a distorted geometry, with ωB97M-V/def2-TZVPD.

- electronic energy (eV) = -10739.55164
- LUMO energy (eV) = 0.76
- molar mass (g mol⁻¹) = 111.104

Atoms and positions in Å:
1 C 2.463 0.145 0.019
2 C -0.871 -0.620 -0.024
3 C -2.511 -0.583 -0.039
4 C -0.968 0.755 -0.017
5 H 2.494 1.388 0.251
6 H 3.218 -0.488 -0.879
7 H 2.884 -0.574 1.223
8 H -2.824 -0.683 1.009
9 H -3.089 -0.994 -0.872
10 N 1.034 0.203 -0.216
11 N 0.336 -0.913 -0.214
12 N 0.170 1.367 -0.173
13 O -2.336 0.998 -0.068

Here are the natural (NBO) charges for atoms 1 to 4, given in e: -0.45 0.02 -0.06 0.39

***

No. 7
Computed, not measured: an isolated molecule of C4H5N3O at a distorted geometry, with ωB97M-V/def2-TZVPD.

- electronic energy (eV) = -10742.89533
- LUMO energy (eV) = 0.73
- molar mass (g mol⁻¹) = 111.104

Atoms and positions in Å:
1 C -3.182 0.048 0.097
2 N -2.013 -0.463 -0.157
3 N -1.058 0.534 -0.092
4 C 0.119 0.180 0.050
5 C 1.218 1.180 0.029
6 C 2.450 0.289 -0.047
7 N 2.063 -0.977 -0.025
8 O 0.620 -1.059 0.090
9 H -3.477 1.110 0.220
10 H -3.971 -0.626 0.112
11 H 1.388 1.829 0.852
12 H 1.057 1.878 -0.814
13 H 3.474 0.448 0.057

Here are the natural (NBO) charges for atoms 1 to 4, given in e: -0.07 -0.26 -0.38 0.54

***

No. 8
Computed, not measured: an isolated molecule of C4H5N3O at a distorted geometry, with ωB97M-V/def2-TZVPD.

- electronic energy (eV) = -10744.39703
- LUMO energy (eV) = -0.33
- molar mass (g mol⁻¹) = 111.104

Atoms and positions in Å:
1 O 3.068 -0.456 0.211
2 C 2.362 0.492 -0.045
3 N 0.980 0.351 -0.031
4 C 0.509 -1.035 -0.169
5 N -0.877 -1.299 0.088
6 C -1.666 -0.278 0.239
7 C -1.177 1.157 0.026
8 N 0.126 1.360 -0.015
9 H 2.867 1.470 -0.259
10 H 1.201 -1.558 0.459
11 H 0.671 -1.454 -1.138
12 H -2.709 -0.409 0.224
13 H -1.945 1.903 0.241

Here are the natural (NBO) charges for atoms 1 to 4, given in e: -0.57 0.53 -0.27 -0.12

***

Energy above the lowest of the compared OMol25 structures with the same formula, charge and spin, respectively: 347.6 971.5 268.1 429.3 404.6 778.0 455.4 310.5 kJ/mol.